ORCA calculation (the ωB97M-V functional and the def2-TZVPD basis) on the ion C4H11N2S with charge -1 at a distorted geometry.

As for the energy above the lowest of the compared OMol25 structures with the same formula, charge and spin: 12.5 kcal per mole. Its charge is -1. The HOMO energy comes out at -0.0941 Ha. Its energy is -666.72663 hartree. As for the largest force on an atom: 0.0283 hartree/bohr. The calculation puts the molar mass at 119.2 g/mol.

Structure (XYZ):
```
18
Properties=species:S:1:pos:R:3:nbo_charge:R:1
N 2.368 0.182 0.527 -0.86
C 1.347 0.999 1.157 -0.04
N 0.075 1.134 0.447 -0.71
C -0.923 0.136 0.779 -0.21
C -1.676 -0.316 -0.468 -0.42
C -0.859 -1.202 -1.402 -0.51
S 0.379 -0.256 -2.418 -0.74
H 2.612 0.562 -0.370 0.37
H 2.021 -0.739 0.319 0.36
H 1.162 0.596 2.152 0.15
H 1.768 1.996 1.302 0.16
H 0.265 1.029 -0.529 0.41
H -0.531 -0.767 1.255 0.15
H -1.713 0.591 1.422 0.16
H -1.971 0.574 -1.034 0.21
H -2.553 -0.854 -0.128 0.18
H -0.277 -1.966 -0.904 0.17
H -1.493 -1.699 -2.106 0.18
```